The following is a quantum chemistry calculation of 25 unconnected molecules or ions with the total composition C10H72F3N2O25PS at a distorted geometry, from the Open Molecules 2025 dataset.

Computed properties:
Gap between HOMO and LUMO ... 7.7 eV
Highest occupied orbital energy ... -0.28134 Eh
E ... -3453.65779 hartree
Maximum force ... 3.22 eV/A

ORCA input file:
```
! wB97M-V def2-TZVPD RIJCOSX def2/J DEFGRID3
* xyz 0 1
C 3.485 0.841 1.143
C 2.166 -0.052 1.070
C 0.870 0.817 0.660
N -0.135 -0.160 0.095
P -1.760 0.161 0.747
C -2.621 -1.105 -0.341
C -1.685 -2.045 -1.213
C -1.218 -1.373 -2.607
S 0.629 -1.380 -2.829
C -1.625 1.925 0.001
N -2.987 2.466 -0.371
C -2.714 3.825 -0.963
C -3.386 0.637 1.697
O -4.620 0.312 0.977
C -5.598 -0.126 1.859
F -6.821 -0.119 1.109
F -5.356 -1.461 2.170
F -5.739 0.702 2.987
H 4.363 0.142 0.944
H 3.469 1.608 0.306
H 3.602 1.406 2.119
H 1.980 -0.527 2.104
H 2.308 -0.870 0.298
H 0.479 1.231 1.659
H 1.138 1.633 -0.073
H 0.162 -1.047 0.544
H -1.222 -0.173 2.062
H -3.227 -1.800 0.335
H -3.292 -0.555 -1.085
H -0.827 -2.523 -0.654
H -2.349 -2.921 -1.541
H -1.688 -0.338 -2.710
H -1.637 -1.982 -3.476
H 0.938 -0.038 -3.009
H -1.044 1.918 -0.984
H -1.204 2.673 0.745
H -3.387 1.874 -1.116
H -3.667 4.425 -1.158
H -2.229 3.675 -1.989
H -1.984 4.415 -0.316
H -3.358 1.712 2.087
H -3.386 -0.009 2.645
O -2.443 0.968 -4.220
H -2.103 1.446 -4.985
H -3.360 1.261 -4.151
O 1.518 0.067 -5.799
H 1.102 -0.449 -5.091
H 1.045 0.910 -5.783
O 1.704 -2.242 3.682
H 1.752 -2.172 4.646
H 1.140 -3.010 3.531
O -0.980 5.782 -2.462
H -0.726 6.291 -1.683
H -0.907 6.413 -3.187
O 2.788 -2.279 -7.519
H 2.326 -1.614 -6.990
H 2.194 -2.442 -8.259
O 5.931 -3.289 -8.214
H 6.268 -2.813 -8.980
H 5.011 -2.999 -8.144
O 0.989 -3.878 0.216
H 1.089 -4.725 0.669
H 1.556 -3.956 -0.560
O 1.380 -2.092 7.054
H 1.562 -1.449 7.749
H 1.708 -2.924 7.415
O -5.790 3.379 -0.025
H -5.612 4.025 0.668
H -5.454 2.549 0.339
O -9.074 1.153 3.295
H -8.990 0.305 3.744
H -8.495 1.061 2.528
O 6.140 2.127 2.154
H 6.324 1.710 3.003
H 6.887 2.725 2.021
O 1.189 -6.073 2.463
H 2.041 -6.009 2.905
H 0.926 -6.992 2.594
O 5.818 3.098 -0.977
H 6.004 2.681 -0.126
H 6.565 3.696 -1.113
O 1.576 3.007 -5.960
H 1.824 3.512 -5.177
H 1.660 3.639 -6.682
O 0.418 -7.590 0.588
H 0.185 -7.876 -0.305
H -0.025 -6.739 0.685
O -5.161 5.602 -2.025
H -5.571 5.094 -1.315
H -5.633 6.442 -2.010
O -5.862 0.413 5.957
H -6.224 -0.469 6.094
H -5.887 0.532 5.000
O 2.224 3.562 1.721
H 2.410 3.141 2.569
H 2.969 4.159 1.588
O 8.901 3.970 -1.292
H 9.004 3.120 -0.847
H 9.457 3.891 -2.075
O 1.097 -7.768 4.519
H 0.380 -7.265 4.922
H 0.878 -8.687 4.715
O 1.584 -7.359 -2.105
H 1.834 -6.850 -1.323
H 1.668 -6.730 -2.831
O -3.953 -4.038 -1.534
H -4.667 -3.531 -1.129
H -4.177 -4.955 -1.338
O 6.635 4.963 2.786
H 5.841 5.083 3.319
H 6.902 5.860 2.556
O 2.266 2.084 4.665
H 1.552 2.582 5.081
H 2.047 1.162 4.850
*
```

Here are the Löwdin charges for atoms 1 to 8, given in e: number 1, C, carries -0.14; number 2, C, carries -0.22; number 3, C, carries -0.29; number 4, N, carries -0.28; number 5, P, carries 0.83; number 6, C, carries -0.25; number 7, C, carries -0.29; number 8, C, carries -0.51

---

The following is a quantum chemistry calculation of a molecular structure, C10H7BeNO4 at a distorted geometry, from the Open Molecules 2025 dataset.

Computed properties:
Gap between HOMO and LUMO ... 8.0 eV
Highest occupied orbital energy ... -0.65068 Eh
E ... -755.11687 hartree
Maximum force ... 6.68 eV/A
ΔE to the lowest compared entry with this formula, charge and spin ... 0.0 kcal per mole

ORCA input file:
```
! wB97M-V def2-TZVPD RIJCOSX def2/J DEFGRID3
* xyz 2 1
Be -0.397 -1.136 -1.838
O -0.390 2.303 -3.811
C -0.388 1.299 -3.268
C 1.183 -2.152 -1.538
O 2.168 -2.614 -1.170
C -1.991 -2.036 -1.564
O -2.969 -2.584 -1.274
C -0.402 -1.901 -3.501
O -0.416 -2.644 -4.382
C 0.695 1.671 3.367
C 0.347 1.052 2.024
C 1.114 1.353 0.888
C 0.820 0.711 -0.313
N -0.209 -0.176 -0.395
C -0.977 -0.447 0.684
C -0.722 0.161 1.910
H 1.722 1.406 3.690
H 0.633 2.777 3.351
H -0.023 1.286 4.111
H 1.940 2.063 0.912
H 1.398 0.857 -1.227
H -1.785 -1.175 0.566
H -1.351 -0.074 2.779
*
```

Here are the Löwdin charges for atoms 1 to 8, given in e: number 1, Be, carries 0.03; number 2, O, carries 0.14; number 3, C, carries 0.07; number 4, C, carries 0.15; number 5, O, carries 0.29; number 6, C, carries 0.15; number 7, O, carries 0.29; number 8, C, carries 0.06

---

The following is a quantum chemistry calculation of a molecular structure, C10H7Br3N2 at a distorted geometry, from the Open Molecules 2025 dataset.

Computed properties:
Gap between HOMO and LUMO (spin up / spin down) ... 7.6 / 7.3 eV
Highest occupied orbital energy (spin up / spin down) ... -0.30965 / -0.27735 Eh
E ... -8216.65523 hartree
Maximum force ... 4.60 eV/A
ΔE to the lowest compared entry with this formula, charge and spin ... 49.9 kcal per mole

ORCA input file:
```
! wB97M-V def2-TZVPD RIJCOSX def2/J DEFGRID3
* xyz 0 1
C 1.845 2.979 0.118
C 3.055 2.171 0.171
C 0.597 2.319 0.024
C 2.944 0.800 0.147
C -1.818 -2.147 1.034
C -1.935 -3.248 -0.740
C 0.668 0.939 0.048
C 1.750 0.076 0.030
C -1.846 -1.192 0.036
C -1.874 0.163 -0.010
N -1.874 -3.404 0.547
N -1.919 -1.993 -1.127
Br 1.628 -1.705 0.315
Br -2.492 1.066 1.582
Br -2.308 1.053 -1.621
H 1.861 4.090 0.402
H 4.078 2.697 0.047
H -0.301 2.915 0.020
H 3.715 0.148 0.222
H -1.489 -1.947 2.108
H -2.160 -4.154 -1.277
H -2.125 -1.628 -2.076
*
```

Here are the Löwdin charges for atoms 1 to 8, given in e: number 1, C, carries -0.07; number 2, C, carries -0.08; number 3, C, carries -0.14; number 4, C, carries -0.16; number 5, C, carries -0.16; number 6, C, carries -0.23; number 7, C, carries -0.06; number 8, C, carries -0.76

---

The following is a quantum chemistry calculation of a molecular structure, C10H7F13N2PbS at a distorted geometry, from the Open Molecules 2025 dataset.

Computed properties:
Gap between HOMO and LUMO ... 8.7 eV
Highest occupied orbital energy ... -0.66109 Eh
E ... -2383.23851 hartree
Maximum force ... 5.25 eV/A

ORCA input file:
```
! wB97M-V def2-TZVPD RIJCOSX def2/J DEFGRID3
* xyz 2 1
N 1.119 -1.175 2.799
C 1.765 -0.378 2.293
C 2.782 0.348 1.505
C 2.155 1.229 0.400
C 1.055 2.038 1.036
N 0.204 2.722 1.389
C 1.410 0.491 -0.749
C 1.962 -0.828 -1.343
C 1.032 -1.992 -1.054
F 1.177 -2.522 0.167
F 1.396 -2.995 -1.883
C -0.453 -1.630 -1.375
F -1.052 -2.674 -1.948
F -0.523 -0.639 -2.282
C -1.249 -1.343 -0.061
F -0.511 -0.751 0.882
F -1.521 -2.549 0.432
C -2.637 -0.645 -0.182
F -3.311 -0.889 -1.263
F -3.408 -1.079 0.799
S -2.474 1.255 0.036
F -3.982 1.371 0.482
F -2.947 1.538 -1.419
F -1.003 1.376 -0.463
F -2.010 1.134 1.679
F -2.428 2.975 0.235
H 3.574 -0.299 1.131
H 3.265 1.030 2.215
H 2.902 1.917 0.000
H 0.385 0.411 -0.411
H 1.406 1.209 -1.575
H 2.012 -0.711 -2.428
H 2.971 -1.117 -1.046
Pb -1.767 3.271 2.210
*
```

Here are the Löwdin charges for atoms 1 to 8, given in e: number 1, N, carries 0.22; number 2, C, carries -0.20; number 3, C, carries -0.09; number 4, C, carries -0.19; number 5, C, carries -0.03; number 6, N, carries 0.06; number 7, C, carries -0.12; number 8, C, carries -0.01

---

The following is a quantum chemistry calculation of a gas-phase ion, C10H7F3NO2S (charge +1) at a distorted geometry, from the Open Molecules 2025 dataset.

Computed properties:
Gap between HOMO and LUMO ... 8.1 eV
Highest occupied orbital energy ... -0.50012 Eh
E ... -1288.00822 hartree
Structure (SMILES) ... O=S(=O)(c1[nH+]ccc2ccccc12)C(F)(F)F
Maximum force ... 2.71 eV/A

ORCA input file:
```
! wB97M-V def2-TZVPD RIJCOSX def2/J DEFGRID3
* xyz 1 1
O 1.782 -2.983 -0.232
S 1.628 -1.709 -0.877
O 1.565 -1.781 -2.300
C 0.081 -1.067 -0.216
N -0.757 -2.043 0.100
C -2.000 -1.822 0.585
C -2.439 -0.552 0.788
C -1.596 0.539 0.480
C -2.037 1.865 0.672
C -1.201 2.895 0.354
C 0.072 2.628 -0.188
C 0.527 1.364 -0.404
C -0.303 0.265 -0.048
C 3.102 -0.689 -0.318
F 3.484 0.091 -1.303
F 2.852 -0.020 0.789
F 4.043 -1.574 -0.088
H -0.448 -3.006 -0.036
H -2.609 -2.687 0.786
H -3.440 -0.433 1.169
H -3.015 2.071 1.078
H -1.507 3.919 0.497
H 0.715 3.459 -0.440
H 1.504 1.272 -0.848
*
```

Here are the Löwdin charges for atoms 1 to 8, given in e: number 1, O, carries -0.25; number 2, S, carries 0.82; number 3, O, carries -0.21; number 4, C, carries -0.16; number 5, N, carries 0.12; number 6, C, carries 0.00; number 7, C, carries 0.06; number 8, C, carries -0.11

---

The following is a quantum chemistry calculation of C10H7F6NO2 in the gas phase at a distorted geometry, from the Open Molecules 2025 dataset.

Computed properties:
Gap between HOMO and LUMO ... 9.6 eV
Highest occupied orbital energy ... -0.37551 Eh
E ... -1189.71367 hartree
Structure (SMILES) ... O=Cc1cccc(CC(O)(C(F)(F)F)C(F)(F)F)n1
Maximum force ... 2.66 eV/A
ΔE to the lowest compared entry with this formula, charge and spin ... 2.1 kcal per mole

ORCA input file:
```
! wB97M-V def2-TZVPD RIJCOSX def2/J DEFGRID3
* xyz 0 1
O 1.185 -2.683 4.133
C 0.875 -2.558 2.941
C 0.998 -1.244 2.226
C 1.443 -0.113 2.911
C 1.607 1.082 2.202
C 1.325 1.131 0.832
C 0.825 -0.025 0.194
C 0.436 -0.040 -1.277
C -0.926 0.601 -1.642
O -0.976 1.971 -1.088
C -2.134 -0.197 -1.041
F -2.181 -1.507 -1.420
F -2.160 -0.091 0.320
F -3.282 0.371 -1.484
C -0.975 0.672 -3.224
F 0.083 1.380 -3.688
F -0.909 -0.553 -3.809
F -2.081 1.256 -3.713
N 0.696 -1.160 0.899
H 0.645 -3.439 2.317
H 1.628 -0.152 3.974
H 2.002 1.963 2.722
H 1.520 2.054 0.281
H 1.263 0.403 -1.850
H 0.432 -1.101 -1.542
H -1.339 1.976 -0.173
*
```

Here are the Löwdin charges for atoms 1 to 8, given in e: number 1, O, carries 0.03; number 2, C, carries -0.16; number 3, C, carries -0.22; number 4, C, carries 0.00; number 5, C, carries -0.04; number 6, C, carries -0.01; number 7, C, carries -0.26; number 8, C, carries -0.04

---

The following is a quantum chemistry calculation of a molecular structure, C10H7N4PtS6 at a distorted geometry, from the Open Molecules 2025 dataset.

Computed properties:
Gap between HOMO and LUMO (spin up / spin down) ... 4.6 / 4.6 eV
Highest occupied orbital energy (spin up / spin down) ... -0.11590 / -0.11589 Eh
E ... -3112.86299 hartree
Maximum force ... 2.67 eV/A
ΔE to the lowest compared entry with this formula, charge and spin ... 0.0 kcal per mole

ORCA input file:
```
! wB97M-V def2-TZVPD RIJCOSX def2/J DEFGRID3
* xyz -1 1
Pt 0.011 0.115 -0.087
N 3.200 1.151 2.710
C 2.079 0.801 2.000
S 2.173 0.964 0.259
N 1.057 0.312 2.632
N 0.054 -0.118 1.867
C -1.051 -0.644 2.398
C -2.045 -1.061 1.513
C -3.287 -1.620 1.902
C -4.201 -1.977 0.954
C -3.890 -1.786 -0.408
C -2.667 -1.249 -0.735
N -1.757 -0.897 0.166
H 3.839 1.772 2.239
H 3.055 1.328 3.691
H -1.153 -0.716 3.470
H -3.483 -1.742 2.958
H -5.151 -2.404 1.238
H -4.595 -2.051 -1.178
H -2.403 -1.100 -1.775
S -3.009 4.204 -5.456
C -2.408 3.342 -4.196
S -2.711 3.709 -2.522
C -1.688 2.461 -1.796
C -1.074 1.623 -2.702
S -0.036 0.301 -2.414
S -1.392 1.946 -4.401
S -1.550 2.464 -0.117
*
```

Here are the Löwdin charges for atoms 1 to 8, given in e: number 1, Pt, carries 0.63; number 2, N, carries 0.05; number 3, C, carries -0.85; number 4, S, carries 0.52; number 5, N, carries -0.02; number 6, N, carries -0.25; number 7, C, carries -0.09; number 8, C, carries -0.26

---

The following is a quantum chemistry calculation of a molecular structure, C10H8AsF22NaO2, from the Open Molecules 2025 dataset.

Computed properties:
Gap between HOMO and LUMO ... 12.2 eV
Highest occupied orbital energy ... -0.45253 Eh
E ... -5131.71057 hartree
Maximum force ... 0.95 eV/A
ΔE to the lowest compared entry with this formula, charge and spin ... 0.0 kcal per mole

ORCA input file:
```
! wB97M-V def2-TZVPD RIJCOSX def2/J DEFGRID3
* xyz 0 1
Na -0.573 -0.030 -0.607
As -2.074 -1.130 2.238
F -1.838 -2.264 3.486
F -0.934 -0.020 2.911
F -2.310 0.005 0.886
F -3.181 -2.185 1.445
F -3.347 -0.333 3.067
F -0.775 -1.798 1.267
C 1.507 -1.957 -2.466
C 2.145 -1.974 -1.095
C 3.650 -2.190 -1.089
F 3.900 -3.277 -1.865
F 4.255 -1.126 -1.644
F 1.864 -0.762 -0.518
F 1.590 -2.914 -0.303
O 0.163 -1.504 -2.317
C -0.845 -2.392 -2.615
C -1.153 -2.531 -4.109
F -1.350 -1.301 -4.610
F -0.090 -3.085 -4.736
F -0.602 -3.605 -2.110
F -1.931 -1.889 -2.010
H 1.605 -2.904 -2.987
H 2.061 -1.252 -3.093
H 4.026 -2.385 -0.084
H -2.031 -3.160 -4.264
C 0.090 2.761 1.712
C 1.439 2.090 1.710
C 2.149 2.213 3.053
F 3.389 1.709 2.943
F 2.241 3.529 3.379
F 1.313 0.769 1.439
F 2.211 2.624 0.725
O -0.563 2.325 0.537
C -1.655 3.002 0.072
C -2.866 2.994 1.004
F -2.529 3.654 2.137
F -3.863 3.673 0.393
F -1.331 4.263 -0.255
F -1.986 2.354 -1.064
H 0.256 3.840 1.745
H -0.450 2.503 2.625
H 1.607 1.685 3.840
H -3.184 1.976 1.229
*
```

Here are the Löwdin charges for atoms 1 to 8, given in e: number 1, Na, carries 0.52; number 2, As, carries 0.72; number 3, F, carries -0.21; number 4, F, carries -0.23; number 5, F, carries -0.28; number 6, F, carries -0.23; number 7, F, carries -0.22; number 8, F, carries -0.25

---

> Among the records above, which one has the highest maximum force?

C10H7BeNO4